No. 1
{
  "formula": "C6H4O2",
  "method": "the ωB97M-V functional and the def2-TZVPD basis",
  "e_homo_ev": -10.31,
  "orbital_gap_ev": 8.86,
  "smiles": "O=C1C=CC(=O)C=C1",
  "lumo_ev": -1.45,
  "elements": ["C", "C", "C", "O", "C", "C", "C", "O", "H", "H", "H", "H"],
  "xyz": [[1.36562, -0.03203, 0.41711], [0.50483, 0.60552, 1.19315], [-0.94649, 0.64387, 0.87309], [-1.74776, 1.15799, 1.61539], [-1.35203, 0.08752, -0.44618], [-0.49590, -0.54065, -1.24151], [0.91359, -0.73731, -0.81286], [1.66610, -1.44929, -1.43774], [2.41722, -0.08141, 0.66514], [0.83875, 1.09977, 2.09828], [-2.39256, 0.21229, -0.72684], [-0.77138, -0.96627, -2.19704]]
}

---

No. 2
{
  "formula": "C5H11N2O",
  "method": "the ωB97M-V functional and the def2-TZVPD basis",
  "charge": 1,
  "e_homo_ev": -13.81,
  "orbital_gap_ev": 10.63,
  "smiles": "C=C(C)[C@@H]([NH3+])C(N)=O",
  "lumo_ev": -3.19,
  "elements": ["C", "C", "C", "C", "C", "N", "N", "O", "H", "H", "H", "H", "H", "H", "H", "H", "H", "H", "H"],
  "xyz": [[-1.74700, 0.95293, 0.33254], [-0.52555, 0.57022, 0.04258], [0.87664, -1.35322, 0.90459], [0.41959, 1.65333, -0.47316], [-0.19147, -0.94094, -0.13092], [0.48135, -1.10675, 2.18184], [0.62447, -1.22397, -1.40624], [1.98570, -1.68835, 0.54204], [-2.50467, 0.43390, 0.82904], [-2.05205, 2.01292, 0.06298], [1.41424, 1.38022, -0.21114], [0.38092, 1.84936, -1.62067], [0.13874, 2.58444, 0.06938], [-1.02021, -1.62724, 0.18330], [-0.40951, -0.93298, 2.55101], [1.12981, -1.38107, 2.94465], [0.33807, -2.11473, -1.69277], [1.60488, -1.29811, -0.90980], [0.55046, -0.55053, -2.19300]]
}

---

No. 3
{
  "formula": "C4H8N2O2",
  "method": "the ωB97M-V functional and the def2-TZVPD basis",
  "e_homo_ev": -8.10,
  "orbital_gap_ev": 8.90,
  "lumo_ev": 0.80,
  "elements": ["C", "C", "C", "N", "C", "O", "O", "N", "H", "H", "H", "H", "H", "H", "H", "H"],
  "xyz": [[-1.91435, -0.60037, 0.30768], [0.65613, -0.43739, -0.50500], [-0.77948, 0.08012, -0.37446], [1.11870, -1.56064, 0.23821], [-0.44518, 1.49342, -0.21260], [-0.27028, -0.64968, -1.52561], [2.05296, 1.05183, 0.57350], [1.28251, 0.83204, -0.60412], [2.75475, 1.63609, 0.24759], [1.90480, -1.32052, 0.83077], [1.45029, -2.27451, -0.40429], [-2.70000, -0.83650, -0.41665], [-1.58001, -1.53981, 0.75363], [-2.34778, 0.02814, 1.08883], [-1.08882, 2.20640, -0.72901], [-0.09425, 1.89138, 0.73153]]
}

---

No. 4
{
  "formula": "C13H11AsCl6CuF22NaO5",
  "method": "the ωB97M-V functional and the def2-TZVPD basis",
  "e_homo_ev": -10.16,
  "orbital_gap_ev": 9.24,
  "lumo_ev": -0.92,
  "elements": ["Na", "Cu", "As", "F", "F", "F", "F", "F", "F", "O", "C", "O", "O", "H", "C", "C", "C", "F", "F", "F", "F", "O", "C", "C", "F", "F", "F", "F", "H", "H", "H", "H", "C", "C", "C", "F", "F", "F", "F", "O", "C", "C", "F", "F", "F", "F", "H", "H", "H", "H", "C", "Cl", "Cl", "Cl", "H", "C", "Cl", "Cl", "Cl", "H"],
  "xyz": [[-3.22624, 0.33616, 1.34198], [-2.11939, 1.91445, -2.35425], [-2.39110, 4.25445, 0.83929], [-1.84619, 5.69994, 0.03828], [-2.63284, 5.11566, 2.32169], [-3.08640, 2.77295, 1.53513], [-2.15633, 3.39978, -0.69619], [-0.79082, 3.83078, 1.34082], [-4.03441, 4.57973, 0.27232], [0.35181, -0.65799, -0.58719], [-0.85420, -0.34760, -0.06282], [-1.55687, 0.54240, -0.60551], [-1.21671, -0.95941, 0.97728], [0.59248, -1.47859, -0.12221], [0.29256, -0.61955, 5.26065], [-0.12533, 0.83435, 5.28368], [-0.68717, 1.32437, 3.94405], [-1.75780, 0.58325, 3.52540], [-0.97381, 2.63461, 3.93450], [-1.01904, 1.03768, 6.31020], [0.95648, 1.61012, 5.62119], [1.16576, -0.80037, 4.16371], [1.84707, -1.99907, 4.10521], [2.54226, -1.92776, 2.74320], [3.30548, -3.03287, 2.53353], [1.64691, -1.83210, 1.73809], [2.76481, -2.05539, 5.08464], [0.99898, -3.02549, 4.24109], [-0.60106, -1.22863, 5.10854], [0.76839, -0.80487, 6.22441], [0.09350, 1.19027, 3.18542], [3.22227, -1.07196, 2.72826], [-0.68227, -0.40280, -4.25403], [-1.68574, 0.24742, -5.20836], [-2.19133, -0.76452, -6.24607], [-1.21621, -1.06317, -7.11901], [-2.59776, -1.88993, -5.58574], [-2.73014, 0.75146, -4.46108], [-1.12562, 1.30243, -5.83743], [-0.30074, 0.63676, -3.34757], [1.05880, 0.91678, -3.32669], [1.21376, 2.04353, -2.27445], [2.36718, 2.70887, -2.42744], [0.17636, 2.89973, -2.24978], [1.75627, -0.15701, -2.99696], [1.46424, 1.34389, -4.53584], [0.17488, -0.77434, -4.81392], [-1.14621, -1.20243, -3.68187], [-3.07795, -0.43951, -6.79891], [1.25316, 1.48060, -1.33176], [4.03627, -0.79116, -1.72719], [4.92879, 0.54240, -2.45207], [4.55204, -0.99122, -0.03016], [4.31020, -2.26829, -2.61931], [2.96810, -0.61461, -1.70192], [-0.64482, -4.59796, 1.09922], [0.03933, -3.87354, -0.39276], [0.59093, -5.54199, 1.93918], [-2.05595, -5.55760, 0.67073], [-0.90865, -3.76313, 1.73683]]
}

---

No. 5
{
  "formula": "C28H28Br3N6O19V2",
  "method": "the ωB97M-V functional and the def2-TZVPD basis",
  "charge": -1,
  "e_homo_ev": -4.24,
  "orbital_gap_ev": 1.69,
  "lumo_ev": -2.54,
  "elements": ["O", "V", "O", "O", "V", "O", "N", "O", "O", "O", "O", "C", "C", "O", "H", "H", "H", "H", "C", "N", "O", "O", "H", "H", "H", "C", "C", "C", "C", "C", "C", "N", "O", "O", "H", "H", "H", "H", "H", "C", "C", "C", "C", "C", "C", "N", "O", "O", "H", "H", "H", "H", "H", "C", "C", "C", "C", "C", "C", "N", "O", "O", "H", "H", "H", "H", "H", "C", "C", "C", "C", "C", "C", "N", "O", "O", "H", "H", "H", "H", "H", "C", "Br", "Br", "Br", "H"],
  "xyz": [[1.43901, 5.82311, 1.34804], [0.96432, 4.97953, 2.61783], [1.72729, 5.62901, 3.87631], [3.97097, 0.05093, 6.98245], [3.47085, 1.41502, 6.30998], [4.04802, 2.57002, 7.16293], [-4.54424, -2.24183, 4.69879], [-4.68943, -2.38837, 5.89964], [-4.65100, -3.13901, 3.91459], [-4.32221, -1.10096, 4.35271], [1.99360, 1.81343, 2.81450], [1.57205, 0.93620, 1.75094], [0.06480, 0.92108, 1.17408], [-0.59454, 2.24012, 1.24560], [1.84719, -0.06791, 2.07369], [2.21320, 1.20001, 0.90985], [-0.47857, 0.28047, 1.86868], [-0.09220, 0.44430, 0.20654], [-1.40454, -4.33776, 0.36881], [-0.06713, -3.96247, -0.20275], [-0.07362, -3.51364, -1.35396], [0.84874, -4.17866, 0.57669], [-1.45504, -5.38453, 0.66853], [-2.13159, -4.20404, -0.43219], [-1.66736, -3.66286, 1.18339], [2.26226, -4.60634, 6.14987], [2.29263, -5.49886, 7.24854], [1.25000, -5.52754, 8.14665], [0.15265, -4.59432, 7.99573], [0.18285, -3.64574, 6.91313], [1.19813, -3.72032, 5.95307], [-0.89362, -4.49746, 9.04685], [-1.81464, -3.76155, 8.87755], [-0.67989, -5.04027, 10.13410], [3.06203, -4.44166, 5.44301], [3.15955, -6.12860, 7.38376], [1.31096, -6.21620, 8.97637], [-0.56937, -2.88875, 6.74718], [1.10705, -3.16883, 5.02897], [-3.96599, -1.20880, -5.48673], [-3.20568, -0.64785, -4.47048], [-3.72842, 0.32086, -3.68092], [-5.10417, 0.67572, -3.86531], [-5.85130, -0.04625, -4.80859], [-5.33270, -1.01093, -5.57230], [-5.67012, 1.71124, -2.98046], [-6.54869, 2.41602, -3.43910], [-5.24812, 1.77190, -1.81233], [-3.54012, -1.95081, -6.14587], [-2.14038, -0.79895, -4.37718], [-3.17196, 0.89032, -2.95122], [-6.91441, 0.06106, -4.65150], [-6.00345, -1.48346, -6.27459], [3.52711, -1.17868, -5.35701], [3.30522, -0.53053, -4.15955], [4.30307, 0.32064, -3.70253], [5.60751, 0.37297, -4.24973], [5.83053, -0.45374, -5.39183], [4.81181, -1.25788, -5.88956], [6.68059, 1.21294, -3.64384], [7.83784, 1.31196, -4.11060], [6.39393, 1.94125, -2.67733], [2.77708, -1.80981, -5.81037], [2.30799, -0.51514, -3.74519], [4.11919, 0.91380, -2.81893], [6.84615, -0.46862, -5.75887], [5.01006, -1.94448, -6.69929], [-2.20667, 5.44282, -4.68213], [-1.81793, 5.60629, -3.34906], [-2.66575, 6.11924, -2.37642], [-3.96365, 6.46744, -2.78470], [-4.38635, 6.44119, -4.15092], [-3.50901, 5.84576, -5.08370], [-4.99241, 6.84279, -1.76582], [-5.88895, 7.60710, -2.09136], [-5.00653, 6.15373, -0.73949], [-1.54470, 4.86333, -5.30854], [-0.84171, 5.21533, -3.10302], [-2.39374, 6.02641, -1.33537], [-5.37473, 6.68598, -4.51093], [-3.74046, 5.68439, -6.12620], [6.98791, -1.93330, 1.61009], [6.25050, -2.73351, 0.01295], [8.50830, -0.86633, 1.06135], [7.34191, -3.23715, 3.10984], [6.30226, -1.23103, 2.08422]]
}